# C30H29BrN11O2PW

A molecular structure, C30H29BrN11O2PW at a distorted geometry (ωB97M-V with the def2-TZVPD basis set, the OMol25 dataset).

HOMO level ... -12.90 eV
Total energy ... -4895.2627 hartree
ΔE to the lowest compared entry with this formula, charge and spin ... 74.2 kcal/mol
Charge ... +2

Element x y z (Å)
W  0.002  -0.887  -0.580
O  -3.928  1.036  0.621
C  -3.625  2.095  -0.184
C  -4.699  2.823  -0.690
C  -4.488  3.888  -1.544
C  -3.193  4.233  -1.920
C  -2.127  3.517  -1.416
C  -2.321  2.459  -0.529
C  -1.104  1.648  -0.184
O  -0.887  0.686  -1.173
N  -1.152  0.844  1.062
N  0.148  0.238  1.175
C  0.978  0.858  1.994
C  2.205  0.423  2.526
Br  2.729  -1.424  2.322
C  3.058  1.168  3.297
C  3.117  2.592  3.381
C  3.761  3.167  4.496
C  3.852  4.534  4.623
C  3.340  5.364  3.629
C  2.727  4.813  2.506
C  2.609  3.447  2.382
H  -3.138  0.578  0.926
H  -5.695  2.511  -0.406
H  -5.327  4.453  -1.925
H  -3.018  5.043  -2.613
H  -1.119  3.761  -1.733
H  -0.231  2.323  -0.134
H  -1.340  1.431  1.874
H  0.615  1.797  2.411
H  3.777  0.617  3.892
H  4.160  2.515  5.263
H  4.330  4.968  5.490
H  3.441  6.437  3.717
H  2.353  5.467  1.730
H  2.172  3.016  1.489
C  -2.710  -4.467  -3.149
N  -2.686  -3.270  -2.324
C  -3.649  -2.294  -2.298
C  -3.232  -1.345  -1.419
N  -2.027  -1.737  -0.891
C  -1.722  -2.913  -1.466
P  -0.078  -3.663  -1.201
C  2.071  -1.188  -0.983
N  1.753  0.130  -1.082
C  2.704  0.754  -1.833
C  3.636  -0.175  -2.174
N  3.225  -1.366  -1.642
C  3.908  -2.640  -1.819
C  -0.219  -3.532  0.609
N  -0.552  -2.334  1.098
C  -0.711  -2.490  2.449
C  -0.448  -3.787  2.768
N  -0.132  -4.434  1.600
C  0.305  -5.815  1.475
H  -3.728  -4.839  -3.229
H  -2.334  -4.247  -4.147
H  -2.083  -5.232  -2.696
H  -4.544  -2.339  -2.894
H  -3.733  -0.443  -1.115
H  2.659  1.799  -2.091
H  4.545  -0.074  -2.743
H  4.966  -2.468  -1.998
H  3.790  -3.250  -0.928
H  3.489  -3.175  -2.672
H  -0.996  -1.681  3.098
H  -0.464  -4.284  3.722
H  -0.219  -6.434  2.199
H  0.102  -6.170  0.467
H  1.375  -5.889  1.668
N  -0.067  -1.144  -2.649
C  -0.470  -0.381  -3.483
N  -0.880  0.276  -4.424
C  -1.246  1.512  -4.677
N  -1.581  2.592  -4.903

# C4H6O2P

A gas-phase ion, C4H6O2P (charge -1) at a distorted geometry (ωB97M-V with the def2-TZVPD basis set, the OMol25 dataset).

HOMO level ... -3.11 eV
SMILES ... C=C/C=C\P([O-])O
Total energy ... -647.8687 hartree
ΔE to the lowest compared entry with this formula, charge and spin ... 23.8 kcal/mol
Charge ... -1

Element x y z (Å)
C  0.714  0.017  -0.754
C  1.367  0.183  0.560
C  -0.632  -0.056  -0.800
C  2.641  0.388  0.855
O  -3.033  1.087  -0.381
O  -2.668  -1.314  0.270
P  -2.060  0.289  0.468
H  1.489  -0.110  -1.488
H  0.737  0.138  1.455
H  -1.244  -0.299  -1.791
H  3.269  0.505  -0.009
H  2.813  0.408  1.911
H  -3.394  -1.234  -0.297

# C19H19NO5

C19H19NO5 in the gas phase at a distorted geometry (ωB97M-V with the def2-TZVPD basis set, the OMol25 dataset).

HOMO level ... -7.65 eV
SMILES ... CCOC(=O)c1c(C)oc2c1c(/C=N/CCO)c(O)c1ccccc12
Total energy ... -1166.4041 hartree
ΔE to the lowest compared entry with this formula, charge and spin ... 1.0 kcal/mol

Element x y z (Å)
C  2.071  3.545  -3.474
C  0.723  3.674  -2.779
H  0.021  4.250  -3.386
H  0.848  4.151  -1.801
O  0.102  2.403  -2.601
C  0.472  1.691  -1.523
O  1.266  2.107  -0.711
C  -0.195  0.386  -1.503
C  -0.642  -0.248  -2.646
O  -1.169  -1.445  -2.363
C  -1.094  -1.613  -1.020
C  -0.489  -0.514  -0.413
C  -0.346  -0.496  1.007
C  -0.815  -1.599  1.728
C  -1.417  -2.728  1.081
C  -1.874  -3.830  1.822
C  -2.454  -4.902  1.194
C  -2.601  -4.913  -0.198
C  -2.166  -3.852  -0.949
C  -1.568  -2.746  -0.326
H  -2.273  -3.846  -2.023
H  -3.061  -5.764  -0.678
H  -2.802  -5.745  1.771
H  -1.756  -3.809  2.894
O  -0.724  -1.654  3.055
H  -0.295  -0.800  3.359
C  0.266  0.611  1.699
N  0.361  0.645  2.972
C  1.018  1.742  3.611
H  0.358  2.127  4.395
H  1.251  2.555  2.902
C  2.319  1.249  4.265
O  2.965  2.256  4.999
H  3.183  2.983  4.405
H  2.093  0.453  4.977
H  2.980  0.843  3.485
H  0.654  1.421  1.085
C  -0.606  0.143  -4.078
H  -1.336  0.926  -4.275
H  -0.842  -0.727  -4.686
H  0.374  0.526  -4.348
H  1.955  3.052  -4.437
H  2.751  2.963  -2.858
H  2.497  4.532  -3.631

# C36H22ClN4O5STi

A molecular structure, C36H22ClN4O5STi at a distorted geometry (ωB97M-V with the def2-TZVPD basis set, the OMol25 dataset).

HOMO level ... -5.17 eV
Total energy ... -3688.1877 hartree
ΔE to the lowest compared entry with this formula, charge and spin ... 7.0 kcal/mol
Charge ... -1

Element x y z (Å)
Ti  -0.223  -0.286  -0.163
O  1.050  0.950  -0.048
N  2.235  1.534  -0.105
C  3.308  0.750  0.128
C  4.568  1.259  0.072
C  4.729  2.618  -0.247
C  3.630  3.400  -0.468
C  2.310  2.885  -0.393
S  0.928  3.795  -0.649
H  3.076  -0.283  0.340
H  5.414  0.615  0.261
H  5.722  3.043  -0.322
H  3.719  4.448  -0.709
C  0.376  -0.566  4.241
C  -0.410  0.499  4.661
C  -1.191  1.168  3.736
C  -1.163  0.791  2.392
C  -0.333  -0.251  1.929
C  0.408  -0.926  2.901
C  -2.018  1.478  1.409
C  -3.214  2.129  1.801
C  -4.007  2.710  0.862
C  -3.621  2.682  -0.495
C  -4.388  3.276  -1.519
C  -3.974  3.212  -2.820
C  -2.768  2.562  -3.141
C  -2.004  1.984  -2.168
C  -2.419  2.009  -0.818
N  -1.658  1.406  0.140
H  0.975  -1.105  4.967
H  -0.415  0.812  5.698
H  -1.803  2.003  4.057
H  1.031  -1.762  2.601
H  -3.508  2.116  2.840
H  -4.940  3.190  1.136
H  -5.309  3.781  -1.253
H  -4.566  3.665  -3.605
H  -2.446  2.523  -4.175
H  -1.070  1.502  -2.406
N  0.882  -10.120  0.218
C  0.860  -8.969  0.205
C  0.838  -7.542  0.181
C  2.032  -6.829  0.055
C  2.014  -5.450  0.017
C  0.803  -4.752  0.104
C  -0.391  -5.475  0.237
C  -0.375  -6.853  0.273
C  0.756  -3.331  0.052
C  0.708  -2.116  0.026
H  2.965  -7.373  -0.017
H  2.931  -4.887  -0.081
H  -1.319  -4.923  0.305
H  -1.294  -7.416  0.370
O  2.155  -0.201  -2.396
C  1.010  -0.305  -2.807
O  -0.042  -0.538  -2.097
C  0.737  -0.178  -4.293
C  1.785  0.063  -5.170
C  1.556  0.152  -6.536
C  0.273  0.011  -7.033
C  -0.772  -0.200  -6.144
C  -0.557  -0.303  -4.779
N  -2.132  -0.292  -6.665
O  -2.272  -0.505  -7.859
O  -3.052  -0.200  -5.877
H  2.781  0.179  -4.763
H  2.378  0.336  -7.214
H  0.062  0.069  -8.091
H  -1.381  -0.484  -4.101
Cl  -2.260  -1.362  -0.343